Model one:
11
Properties=species:S:1:pos:R:3 method="wB97M-V/def2-TZVPD" multiplicity=1 gap_ev=9.9 smiles="C=[NH+]CN" total_charge=+1
C 0.8630 1.1558 -0.5152
N 1.0250 0.1475 0.2863
C -0.1156 -0.6613 0.5091
N -1.1373 -0.2706 -0.3716
H 1.6936 1.6638 -0.9324
H -0.1122 1.2264 -1.0077
H 1.8893 -0.1420 0.7124
H 0.3458 -1.6925 0.2227
H -0.2702 -0.6477 1.5635
H -1.8873 -0.9031 -0.5801
H -1.5384 0.6054 -0.1501

***

Model two:
11
Properties=species:S:1:pos:R:3 method="wB97M-V/def2-TZVPD" multiplicity=1 gap_ev=11.2 smiles="C/[NH+]=C/N" total_charge=+1
C -1.3902 -0.3760 0.8402
N -0.1865 -0.5661 -0.0791
C 0.4299 0.5535 -0.4926
N 1.7471 0.5153 -0.7387
H -1.1378 0.2297 1.7474
H -2.0520 0.2335 0.2170
H -1.9210 -1.2428 1.1832
H 0.2067 -1.5204 0.1801
H -0.1243 1.5269 -0.8379
H 2.1438 -0.4307 -0.6272
H 2.2843 1.0770 -1.3924

***

Most stable of them? model two.

***

Model one:
11
Properties=species:S:1:pos:R:3 method="wB97M-V/def2-TZVPD" multiplicity=1 gap_ev=6.2 total_charge=+1
C -1.3647 0.2944 -0.3640
N 1.2113 -0.6816 -0.3354
C 0.7745 0.3202 0.7069
N -0.5908 0.2441 0.7864
H -2.1414 1.0599 -0.1591
H -0.7898 0.5565 -1.2528
H -1.9448 -0.6381 -0.4844
H 2.0108 -1.2189 -0.0291
H 0.4791 -1.2749 -0.6938
H 1.2778 0.0828 1.6299
H 1.0779 1.2557 0.1953

***

Model two:
11
Properties=species:S:1:pos:R:3 method="wB97M-V/def2-TZVPD" multiplicity=1 gap_ev=6.4 total_charge=+1
C -1.6824 0.1786 -0.2449
N -0.4744 -0.5294 -0.1794
C 0.6675 0.0929 0.3006
N 1.8495 -0.5120 -0.2694
H 2.7079 -0.2437 0.1911
H -1.9799 0.6047 0.7351
H -1.5633 1.0753 -0.8616
H 0.6358 0.1058 1.4167
H 0.6813 1.1459 -0.0823
H -2.5345 -0.4243 -0.5551
H 1.6924 -1.4938 -0.4508

***

Model three:
11
Properties=species:S:1:pos:R:3 method="wB97M-V/def2-TZVPD" multiplicity=1 gap_ev=7.8 total_charge=+1
C -1.7337 0.1185 0.1304
N -0.3797 -0.1003 0.1385
C 0.4271 0.9465 -0.1248
N 1.6388 0.7423 0.2695
H 1.7260 -2.7840 -0.2446
H -2.0391 -0.0318 1.1848
H -2.2789 -0.7106 -0.3513
H 0.0706 1.8643 -0.5814
H 2.4659 -2.7388 -0.3820
H -2.0908 1.0863 -0.2138
H 2.1938 1.6076 0.1748

***

Most stable of them? model two.